Run i
Molecular formula: H22O11Xe
Method: DFT, ωB97M-V with the def2-TZVPD basis set

lowest unoccupied orbital energy	0.04	eV
Kohn-Sham gap	10.724	eV

Structure (ORCA input):
```
! RIJCOSX wB97M-V def2-TZVPD def2/J DEFGRID3
* xyz 0 1
H 0.085 -0.913 -3.617
H -4.312 -0.075 -1.643
O 2.666 0.383 3.250
O -4.218 -1.018 -1.775
H 3.266 1.971 -0.017
H 0.393 -2.341 3.786
H 0.566 4.260 -1.523
O 2.775 2.064 -0.833
H 0.886 -4.557 1.656
H -1.971 -1.293 -4.223
H -0.317 -1.337 2.903
O -1.724 -0.318 3.199
O 2.928 -1.529 1.313
H 2.759 1.183 -1.206
H -2.347 4.922 -1.442
H 3.632 -2.154 1.486
H 1.521 -0.548 -3.927
H -1.695 3.581 -1.182
H 0.168 -3.228 1.766
H 2.310 -0.293 2.673
H 1.160 3.229 -0.587
O 0.852 -1.207 -4.109
O 0.269 -3.989 1.194
H 2.096 1.139 3.112
O 0.497 -1.833 2.981
O -2.026 -0.772 -3.422
Xe -0.609 0.255 0.000
O -2.547 3.995 -1.315
H -1.635 0.070 -3.655
H -1.885 0.091 4.049
H 2.170 -1.887 1.774
H -2.556 -0.237 2.732
H -3.495 -1.102 -2.396
O 0.338 3.489 -1.003
*
```

---

Run ii
Molecular formula: H22O11Xe
Method: DFT, ωB97M-V with the def2-TZVPD basis set

lowest unoccupied orbital energy	-0.38	eV
Kohn-Sham gap	10.170	eV

Structure (ORCA input):
```
! RIJCOSX wB97M-V def2-TZVPD def2/J DEFGRID3
* xyz 0 1
O -3.387 1.415 -2.267
H -3.656 0.498 -2.217
H 0.144 -3.371 2.539
H 2.835 2.129 0.517
H -2.506 1.387 -2.639
O 1.575 -2.574 -0.372
H -0.647 2.969 2.770
H 0.928 0.809 -3.724
H 3.158 0.131 -0.634
H -2.640 1.571 1.514
O 3.002 -0.339 -1.453
H 1.053 -2.429 0.418
H -0.034 -3.103 -1.317
H -1.536 -0.498 4.486
H -0.939 1.876 -4.390
H 1.854 -1.698 -0.639
H 3.796 -0.855 -1.589
O -0.783 2.362 3.498
O -0.940 1.145 -3.772
H 2.232 0.254 -3.192
O -0.831 -3.561 -1.583
O 0.445 -2.482 2.353
O -3.330 0.975 1.804
H -0.900 2.927 4.262
O 3.196 1.409 1.035
H -1.088 0.371 -4.316
H -0.801 -3.558 -2.540
O -0.641 -0.395 4.162
Xe -0.157 0.473 -0.158
H -3.553 1.276 2.685
H 2.948 1.615 1.937
H -0.621 0.486 3.789
O 1.856 0.716 -3.941
H -0.034 -1.932 2.974
*
```

---

Most stable to least stable, the ends of the list are run ii and run i.

---

Run i
Molecular formula: C2H13NO3
Method: DFT, ωB97M-V with the def2-TZVPD basis set

lowest unoccupied orbital energy (spin up / spin down)	-3.20 / -9.27	eV
Kohn-Sham gap (spin up / spin down)	12.378 / 6.286	eV

Structure (ORCA input):
```
! RIJCOSX wB97M-V def2-TZVPD def2/J DEFGRID3
* xyz 1 2
H 2.891 1.271 0.784
H 1.057 -2.013 0.697
C -1.356 0.326 1.002
O -0.628 -0.503 -2.118
H 0.307 0.661 -1.781
H -2.276 0.384 0.418
O 0.584 1.565 -1.471
H -1.107 1.378 1.171
H 0.636 0.236 0.410
H -0.291 -1.252 -2.647
N -0.275 -0.383 0.310
H 1.706 1.679 -0.202
C -0.011 -1.752 0.838
H -0.172 -1.886 1.887
H -0.507 -0.553 -0.877
O 1.935 1.319 0.683
H -0.595 -2.464 0.258
H -0.288 1.974 -1.377
H -1.609 0.013 2.016
*
```

---

Run ii
Molecular formula: C2H13NO3
Method: DFT, ωB97M-V with the def2-TZVPD basis set

lowest unoccupied orbital energy (spin up / spin down)	-3.52 / -8.64	eV
Kohn-Sham gap (spin up / spin down)	11.447 / 6.309	eV

Structure (ORCA input):
```
! RIJCOSX wB97M-V def2-TZVPD def2/J DEFGRID3
* xyz 1 2
C -0.583 2.382 -0.655
N -0.209 -0.077 -0.647
C 0.437 1.223 -0.891
H 2.832 -2.053 -0.637
H -0.865 -0.081 0.373
H -1.151 2.120 0.222
H -0.817 -1.923 2.822
H -1.405 2.546 -1.346
H 0.094 3.223 -0.528
H 0.640 1.335 -1.966
H 0.589 -1.585 2.300
H -2.422 -0.715 1.371
O -1.671 -0.085 1.409
O 2.024 -1.724 -1.041
H 1.626 -2.470 -1.508
H 1.341 1.248 -0.305
H -0.963 -0.250 -1.318
O 0.117 -2.184 2.882
H 0.384 -0.927 -0.538
*
```

---

Most stable to least stable, the ends of the list are run ii and run i.

---

Run i
Molecular formula: C2H2FI
Method: DFT, ωB97M-V with the def2-TZVPD basis set

lowest unoccupied orbital energy	-0.56	eV
Kohn-Sham gap	9.646	eV

Structure (ORCA input):
```
! RIJCOSX wB97M-V def2-TZVPD def2/J DEFGRID3
* xyz 0 1
H -1.762 -0.214 0.159
C -0.814 0.291 -0.005
H -0.685 1.344 -0.015
I 2.363 0.675 -0.034
C 0.433 -0.115 -0.080
F 0.465 -1.981 -0.025
*
```

---

Run ii
Molecular formula: C2H2FI
Method: DFT, ωB97M-V with the def2-TZVPD basis set

SMILES	C#CI.F
lowest unoccupied orbital energy	0.24	eV
Kohn-Sham gap	10.000	eV

Structure (ORCA input):
```
! RIJCOSX wB97M-V def2-TZVPD def2/J DEFGRID3
* xyz 0 1
C 0.558 -1.182 -0.039
I -2.201 0.401 -0.095
H 0.304 1.270 0.682
C -0.592 -0.754 -0.121
F 0.535 1.945 0.049
H 1.396 -1.680 -0.475
*
```

---

Most stable to least stable, the ends of the list are run ii and run i.

---

Run i
Molecular formula: C4H7NOS
Method: DFT, ωB97M-V with the def2-TZVPD basis set

SMILES	C=CC(=S)N(C)O
lowest unoccupied orbital energy	-0.20	eV
Kohn-Sham gap	8.172	eV

Structure (ORCA input):
```
! RIJCOSX wB97M-V def2-TZVPD def2/J DEFGRID3
* xyz 0 1
H -2.370 1.209 1.282
S 0.879 2.040 0.009
H -2.900 0.173 -0.039
C 2.625 -0.567 -0.016
O -1.334 -1.217 0.055
H 3.339 -1.322 0.329
H 3.219 0.249 -0.402
C 1.290 -0.722 0.088
H -2.142 1.888 -0.687
C -2.186 0.941 0.019
H -0.740 -1.750 -0.846
N -0.915 0.206 -0.153
C 0.370 0.473 0.034
H 0.867 -1.600 0.327
*
```

---

Run ii
Molecular formula: C4H7NOS
Method: DFT, ωB97M-V with the def2-TZVPD basis set

SMILES	CC(=S)/N=C\CO
lowest unoccupied orbital energy	0.34	eV
Kohn-Sham gap	8.459	eV

Structure (ORCA input):
```
! RIJCOSX wB97M-V def2-TZVPD def2/J DEFGRID3
* xyz 0 1
H -0.362 2.626 -1.119
H -1.574 -1.545 0.533
C 0.410 -0.911 0.408
H 1.114 1.957 -0.753
C 0.030 1.707 -0.811
H -0.630 -2.124 1.877
C -0.685 -1.996 0.705
H -0.657 -2.999 0.206
C 0.034 1.372 0.660
N 0.027 0.206 1.086
H 0.403 0.393 -2.615
O -0.044 0.525 -1.675
S 1.957 -1.355 -0.012
H -0.022 2.144 1.510
*
```

---

Most stable to least stable, the ends of the list are run ii and run i.

---

Run i
Molecular formula: C5H5O2S
Method: DFT, ωB97M-V with the def2-TZVPD basis set

lowest unoccupied orbital energy	3.46	eV
Kohn-Sham gap	5.078	eV

Structure (ORCA input):
```
! RIJCOSX wB97M-V def2-TZVPD def2/J DEFGRID3
* xyz -1 1
H 1.358 -0.836 -1.736
C -1.098 1.491 1.293
C 0.234 -1.092 0.127
S -0.772 0.015 -2.206
O -2.239 1.605 1.572
H -0.819 -1.117 0.422
H -1.841 -0.784 -2.110
C 0.356 -1.119 -1.401
H 0.809 2.189 1.158
C 0.939 0.115 0.648
C 0.160 1.338 1.011
H 0.745 -1.986 0.504
O 2.168 0.180 0.718
*
```

---

Run ii
Molecular formula: C5H5O2S
Method: DFT, ωB97M-V with the def2-TZVPD basis set

lowest unoccupied orbital energy	3.42	eV
Kohn-Sham gap	6.744	eV

Structure (ORCA input):
```
! RIJCOSX wB97M-V def2-TZVPD def2/J DEFGRID3
* xyz -1 1
C 1.059 0.922 -0.138
O 0.628 -1.130 -0.647
C -0.018 0.010 -0.517
H 2.627 -1.847 -0.757
H 0.388 2.371 1.633
C 1.958 -1.048 -0.435
H -2.091 -0.478 -0.063
C 2.283 0.277 -0.075
S 0.665 2.644 0.421
O -3.721 -1.600 -0.603
H 3.187 0.683 0.331
H -3.787 -0.095 0.760
C -3.178 -0.710 0.090
*
```

---

Most stable to least stable, the ends of the list are run i and run ii.

---

Run i
Molecular formula: C7H15NO4
Method: DFT, ωB97M-V with the def2-TZVPD basis set

SMILES	OCCC1(O)[C@@H](O)CNC[C@@H]1O
lowest unoccupied orbital energy	0.68	eV
Kohn-Sham gap	9.499	eV

Structure (ORCA input):
```
! RIJCOSX wB97M-V def2-TZVPD def2/J DEFGRID3
* xyz 0 1
H 1.710 1.573 -1.961
H -0.812 0.173 1.820
C 1.013 -1.104 0.563
H 0.682 -1.695 1.432
C 1.544 0.791 -1.268
H -2.399 1.448 0.351
C -2.601 0.385 0.549
H -1.596 -1.351 1.407
C 1.950 -0.007 0.984
O -3.066 -0.309 -0.630
H 1.139 -2.514 -0.816
H 2.835 -0.436 1.462
C 0.081 0.836 -0.793
H -0.645 0.947 -1.594
O -0.719 -1.402 -1.085
H 1.671 -0.162 -1.806
N 2.391 0.853 -0.085
H 3.321 0.589 -0.368
H -3.669 0.249 -1.149
C -1.359 -0.324 1.029
C -0.334 -0.525 -0.090
H 0.747 2.283 0.367
O -0.120 2.019 -0.016
H -3.360 0.409 1.381
H -1.662 -1.368 -1.209
O 1.702 -1.928 -0.303
H 1.558 0.571 1.828
*
```

---

Run ii
Molecular formula: C7H15NO4
Method: DFT, ωB97M-V with the def2-TZVPD basis set

SMILES	O=C1OCCO1.CNCCOC
lowest unoccupied orbital energy	0.57	eV
Kohn-Sham gap	8.782	eV

Structure (ORCA input):
```
! RIJCOSX wB97M-V def2-TZVPD def2/J DEFGRID3
* xyz 0 1
C -0.081 0.876 1.898
H -0.724 0.234 1.291
C 1.103 0.065 2.423
O 2.128 -0.161 1.487
C -1.357 -2.250 -2.022
H -3.438 -2.172 -2.730
H -2.217 -2.116 -4.024
H 1.570 0.581 3.262
O -0.762 1.080 -2.406
C 1.688 -0.837 0.330
C -2.444 -1.827 -2.997
H 0.408 1.854 0.166
H -0.817 -3.145 -2.319
O -0.473 -1.125 -2.059
H -0.673 1.161 2.777
H 0.983 -1.639 0.582
H 0.723 -0.895 2.800
H 1.223 -0.153 -0.383
H -1.733 -2.367 -1.004
H 2.557 -1.287 -0.148
C 1.233 2.935 1.703
H 1.279 3.865 1.137
H 0.940 3.194 2.724
N 0.218 2.067 1.136
O -2.395 -0.399 -2.900
C -1.172 -0.033 -2.455
H 2.235 2.494 1.730
*
```

---

Most stable to least stable, the ends of the list are run i and run ii.